# 1
# C34H24BaCl2IN8O4S

A molecular structure, C34H24BaCl2IN8O4S in a non-equilibrium geometry (ωB97M-V/def2-TZVPD, the Open Molecules 2025 dataset).

Each line ends with the Löwdin charge.
Geometry (Å):
H 4.497 -3.427 2.625  0.09
H 3.688 -4.147 -3.643  0.10
H -4.014 2.737 3.427  0.10
C -3.022 2.794 2.993  -0.08
Ba -0.690 -0.933 -0.059  1.93
C -3.899 -0.571 1.245  -0.20
H -5.601 0.409 2.053  0.11
N -2.934 0.044 -0.864  -0.09
C -3.702 1.998 -3.985  -0.69
C 3.761 1.816 -0.969  -0.19
H 3.133 -1.413 -0.381  0.11
Cl -2.671 1.952 -6.526  0.60
C 1.084 -2.169 -2.799  -0.19
C 1.818 -3.096 -3.529  -0.02
C 2.606 1.842 -1.836  -0.05
H 2.021 0.745 1.782  0.06
C 2.222 1.043 0.754  -0.20
C -1.885 0.494 -4.391  -0.06
I 1.065 3.095 4.381  0.77
S -0.271 -0.543 3.262  0.57
C 2.260 -1.314 4.049  -0.11
N -0.902 -0.818 -2.567  -0.12
H -4.505 1.969 -2.009  0.08
C -2.769 1.457 -4.849  -0.69
C 3.593 -2.824 -1.952  -0.07
C 3.088 -3.432 -3.091  -0.08
C -2.855 2.723 1.620  -0.06
C -3.947 -2.207 3.437  -0.08
N 5.276 2.600 -2.690  0.09
C 1.382 1.454 -1.358  -0.22
H -3.931 -2.884 4.280  0.09
H 1.378 -3.503 -4.428  0.11
C 3.484 1.414 0.384  -0.05
C -4.878 -0.379 2.214  -0.02
H -2.197 -3.048 2.505  0.10
C 2.530 -3.022 1.953  -0.06
H 2.123 -0.611 4.859  0.09
N 1.368 -2.339 2.113  -0.21
N -2.961 -1.512 1.372  -0.03
H -1.999 2.951 4.890  0.08
C -3.760 1.560 -2.670  -0.05
O 6.098 2.073 -0.623  -0.08
C -1.914 2.905 3.813  -0.15
O 0.401 -2.517 1.214  -0.54
N 1.141 1.011 -0.092  -0.16
H -5.657 -1.082 4.090  0.10
C -1.564 2.755 1.113  -0.12
O -4.935 1.032 -0.163  -0.05
N 1.547 -1.623 -1.676  0.04
C 5.083 2.161 -1.356  -0.55
C -0.669 2.949 3.186  -0.82
H 4.291 1.412 1.106  0.10
H 4.597 -3.023 -1.596  0.10
C 3.435 -2.000 3.890  -0.10
C -4.900 -1.209 3.322  -0.08
N -0.481 2.872 1.893  0.04
H -3.700 2.595 0.950  0.09
C -3.945 0.277 -0.038  -0.53
H 2.675 2.129 -2.879  0.08
H 4.250 -1.851 4.588  0.10
C -2.988 -2.309 2.444  -0.18
O -0.571 -2.085 -4.496  -0.02
H -1.164 0.074 -5.076  0.10
C -2.890 0.574 -2.178  -0.20
C 3.581 -2.880 2.811  -0.09
Cl -4.836 3.229 -4.506  0.59
H 0.518 1.464 -2.025  0.09
C 2.782 -1.929 -1.271  -0.13
C -1.898 0.043 -3.067  -0.22
H 2.538 -3.672 1.091  0.12
H -1.387 2.657 0.044  0.11
C 1.171 -1.436 3.149  -0.71
C -0.259 -1.672 -3.367  -0.51
H 6.162 3.068 -2.786  0.06
H 4.507 3.095 -3.111  0.05

Results
* charge: -2
* HOMO energy (alpha / beta): 0.10 / -2.39 eV
* frontier orbital gap (alpha / beta): 3.60 / 6.09 eV
* multiplicity: 2
* energy above the lowest of the compared OMol25 structures with the same formula, charge and spin: 0.000 eV

---

# 2
# C2H2IN3

2 unconnected molecules or ions with the total composition C2H2IN3 in a non-equilibrium geometry (ωB97M-V/def2-TZVPD, the Open Molecules 2025 dataset).

Each line ends with the Löwdin charge.
Geometry (Å):
I -2.316 0.509 0.928  0.87
H 0.806 -0.619 -0.642  0.02
C -0.497 0.891 0.138  -1.02
N 0.758 -1.534 0.867  0.04
N 0.632 1.392 0.129  0.08
C 0.433 0.386 -0.949  -0.10
H 0.299 0.533 -1.986  0.08
N -0.114 -1.559 1.515  0.03

Results
* HOMO energy (alpha / beta): -5.47 / -9.63 eV
* frontier orbital gap (alpha / beta): 5.80 / 6.78 eV
* multiplicity: 3
* energy above the lowest of the compared OMol25 structures with the same formula, charge and spin: 0.603 eV

---

# 3
# C23H24F4KN5

A molecular structure, C23H24F4KN5 in a non-equilibrium geometry (ωB97M-V/def2-TZVPD, the Open Molecules 2025 dataset).

Each line ends with the Löwdin charge.
Geometry (Å):
H 4.013 -3.081 4.069  0.07
F -0.402 5.423 0.563  0.07
C 1.742 2.157 -1.851  -0.16
C -1.743 -1.374 -3.897  -0.28
C 0.834 -3.188 1.190  -0.07
C 1.042 3.041 -2.653  -0.04
H 0.176 -3.407 2.032  0.07
H -2.816 1.831 -3.109  0.12
H -2.264 -4.574 -3.707  0.11
C -0.814 2.117 2.127  -0.24
H -3.017 5.162 0.776  0.12
F -4.325 3.115 1.721  0.08
H -0.803 3.343 -3.712  0.12
H 0.043 -0.474 -4.726  0.11
N -2.384 -2.524 -3.659  0.12
C -2.985 3.190 1.661  -0.24
C 0.128 -2.622 -4.647  -0.13
H 2.748 2.390 -1.517  0.11
C -0.735 1.429 -2.737  -0.20
C -1.035 4.356 1.087  -0.25
N -0.490 -3.765 -4.363  0.07
H 2.613 -3.727 3.208  0.06
C 0.709 -0.967 3.461  -0.20
H 0.345 -1.131 0.856  0.09
N 0.015 1.188 2.568  -0.12
C -0.470 -0.067 3.091  -0.25
H 0.300 -1.937 3.778  0.11
C -0.461 -1.387 -4.448  -0.01
H 3.639 -1.755 2.018  0.12
C -2.082 1.034 -3.181  -0.04
C -2.416 4.338 1.127  0.03
F -2.927 1.059 2.602  0.06
H -1.067 0.065 4.002  0.12
H 1.468 4.001 -2.910  0.11
H 0.298 -3.434 0.271  0.07
H -3.580 -0.284 -3.764  0.11
H -0.356 -0.296 -1.510  0.12
C 2.993 -2.863 3.749  -0.08
C 1.222 -1.705 1.166  -0.26
C -2.516 -0.154 -3.609  -0.02
C -2.246 2.129 2.123  -0.14
H -1.115 -0.591 2.372  0.11
C -0.219 2.674 -3.092  -0.01
C -1.729 -3.650 -3.901  -0.20
C 2.993 -1.595 2.887  -0.25
H 1.706 -3.838 1.247  0.06
K 1.995 1.382 1.354  0.90
C -0.282 3.311 1.552  -0.16
H 2.386 -2.722 4.643  0.07
H 1.990 -1.558 0.398  0.11
H 1.218 -0.523 4.323  0.12
H 1.133 -2.706 -5.046  0.11
C 0.038 0.644 -1.881  -0.09
H 3.442 -0.796 3.491  0.11
F 1.094 3.429 1.451  -0.12
N 1.708 -1.100 2.401  -0.27
N 1.245 0.986 -1.449  0.03

Results
* HOMO energy: -6.46 eV
* frontier orbital gap: 6.10 eV
* energy above the lowest of the compared OMol25 structures with the same formula, charge and spin: 0.708 eV

---

# 4
# C6H13N

A gas-phase ion, C6H13N (charge +1) in a non-equilibrium geometry (ωB97M-V/def2-TZVPD, the Open Molecules 2025 dataset).

Each line ends with the Löwdin charge.
Geometry (Å):
H -2.144 0.434 2.473  0.11
C 0.139 -0.124 -0.214  -0.20
H 0.217 1.061 1.619  0.15
H -0.303 -2.632 0.634  0.10
C 1.499 1.682 -0.884  -0.08
C -1.757 0.054 1.500  -0.05
C 0.158 1.072 -1.146  -0.18
H 1.495 2.813 -0.860  0.12
H -2.213 0.479 0.741  0.01
C 0.437 -1.302 -0.834  0.02
H -0.778 1.707 -0.965  0.16
N 0.001 -2.539 -0.308  0.22
H 0.158 -0.774 1.829  0.15
H 2.260 1.526 -1.602  0.08
H 0.080 0.700 -2.261  0.16
C -0.229 0.123 1.188  -0.17
H 1.796 1.424 0.069  0.05
H 0.757 -1.375 -1.854  0.14
H 0.531 -3.323 -0.607  0.12
H -2.103 -1.007 1.482  0.09

Results
* charge: +1
* HOMO energy (alpha / beta): -14.28 / -15.71 eV
* frontier orbital gap (alpha / beta): 10.65 / 8.63 eV
* multiplicity: 2
* energy above the lowest of the compared OMol25 structures with the same formula, charge and spin: 1.381 eV

---

# 5
# C33H72F3N5O6S

6 unconnected molecules or ions with the total composition C33H72F3N5O6S in a non-equilibrium geometry (ωB97M-V/def2-TZVPD, the Open Molecules 2025 dataset).

Each line ends with the Löwdin charge.
Geometry (Å):
C 3.032 -1.254 4.050  0.05
H 2.988 1.115 -6.034  0.12
N -3.085 -4.084 -0.767  -0.23
C -0.742 -4.784 -0.368  -0.13
H 0.017 9.446 1.944  0.08
H 5.311 0.108 -5.959  0.08
H 1.003 6.957 2.032  0.10
H 2.137 1.622 1.447  0.10
C 3.169 0.042 -5.932  -0.23
H -5.455 -4.000 -2.264  0.10
H -3.571 4.042 0.104  0.13
C -3.869 -5.293 -1.288  -0.10
H 0.750 4.799 2.647  0.11
H -3.086 -5.963 -1.637  0.13
H 2.991 -1.495 -4.649  0.14
H -0.809 -5.763 -0.844  0.12
C 0.509 1.240 -2.277  -0.12
O -2.739 -0.181 1.373  0.00
H -2.539 5.551 2.048  0.14
H -0.483 -2.733 -0.869  0.08
F -3.579 1.936 4.341  0.09
H 2.510 -0.372 4.409  0.12
C -0.585 6.370 0.611  -0.13
H -0.710 8.936 0.482  0.08
S -4.558 0.305 6.290  0.44
H 1.290 0.308 -0.583  0.08
H 1.624 1.040 2.961  0.12
H -1.604 6.678 0.374  0.14
H -3.411 3.354 2.438  0.13
H 3.164 -0.340 0.751  0.13
C 0.539 -0.696 -4.508  0.06
H -2.746 2.534 -0.007  0.11
C -5.938 -6.019 -2.842  -0.09
O -4.173 1.444 7.100  -0.34
H 5.236 -4.008 0.232  0.09
H -4.750 -2.752 -0.961  0.09
H 4.878 0.363 4.072  0.13
H 0.000 -0.643 -1.196  0.09
H -0.469 1.265 -2.752  0.12
C 4.551 -2.147 2.314  -0.10
H 2.689 -2.910 1.460  0.09
C -1.773 4.782 2.171  -0.10
F -4.362 -0.011 3.671  0.12
C -4.932 -4.947 -2.372  -0.21
C -2.074 -4.559 0.295  -0.10
H 1.031 8.940 0.511  0.08
H 3.915 -0.003 -3.902  0.14
H 3.491 -3.933 -0.501  0.07
H 0.419 3.300 1.786  0.08
C -4.488 0.973 4.543  -0.66
O -0.965 -1.353 1.589  -0.07
H -0.005 -3.757 -2.237  0.11
H -4.364 -5.745 -0.430  0.13
C 0.868 -0.067 -1.511  -0.13
C -2.463 3.466 1.915  -0.16
H -6.650 -5.693 -3.596  0.08
H 3.578 2.018 3.795  0.12
H 3.820 -1.408 4.787  0.11
N 3.740 -0.941 2.750  -0.24
C 0.524 4.379 1.673  0.01
N -1.508 -0.247 1.375  -0.59
H 4.430 -2.586 -0.420  0.06
H 2.368 -0.506 -6.433  0.11
F -5.665 1.647 4.396  0.07
H 4.718 -1.399 -6.480  0.08
H -5.467 -6.878 -3.330  0.08
H 0.093 -4.574 0.292  0.12
N 1.769 -0.155 -3.791  -0.27
N -0.726 4.941 1.057  -0.24
H -4.564 -3.681 0.647  0.12
H -2.508 -2.462 -1.855  0.13
H 3.652 -4.020 2.230  0.12
C 1.552 1.284 -3.402  -0.09
H -4.368 -4.794 -3.300  0.10
H -1.802 2.640 2.178  0.10
C 0.155 8.746 1.124  -0.08
H 2.450 -2.161 3.915  0.12
H -0.371 -0.619 -3.924  0.11
H 1.328 4.557 0.956  0.11
C 3.099 -0.421 -4.485  -0.12
H -3.513 -2.294 0.265  0.09
H -1.928 -3.726 0.989  0.13
H -0.084 6.287 -0.355  0.13
C 4.641 0.281 3.012  -0.08
H 2.776 -0.815 -2.090  0.12
C -4.120 -3.099 -0.154  0.08
C -2.667 3.532 0.432  -0.14
H -2.296 -3.919 -2.836  0.13
H 0.694 2.044 -1.575  0.10
C 4.516 -0.325 -6.568  -0.08
H -1.426 4.862 3.200  0.14
H -6.445 -6.519 -2.015  0.08
C -2.177 -3.501 -1.838  -0.09
C 1.755 -0.893 -2.472  -0.11
H 0.821 -1.720 -4.743  0.12
H 1.510 -1.950 -2.430  0.12
C 3.744 -3.198 1.517  -0.23
C -1.283 4.037 -0.067  -0.06
O -3.559 -0.742 6.255  -0.36
H 4.258 2.232 2.168  0.12
H 5.509 0.161 2.374  0.13
H -2.459 -5.413 0.846  0.14
C 2.453 0.964 2.259  -0.18
H 1.387 1.947 -4.247  0.14
H 2.522 1.557 -2.976  0.14
C 3.779 1.527 2.847  -0.12
H 4.918 -2.541 3.259  0.13
C 4.270 -3.518 0.139  -0.08
H -0.607 7.329 2.545  0.12
H 4.609 -0.169 -7.638  0.09
H 0.465 -0.051 -5.382  0.11
H 1.831 -1.030 1.745  0.12
C 0.038 7.307 1.666  -0.21
H 5.415 -1.845 1.721  0.13
H -0.620 3.186 -0.179  0.09
C -0.705 -3.657 -1.411  -0.15
C 2.711 -0.389 1.742  -0.11
O -5.929 -0.144 6.441  -0.33
O -0.832 0.771 1.073  -0.09
H -1.401 4.659 -0.952  0.12

Results
* charge: +2
* HOMO energy: -9.70 eV
* frontier orbital gap: 4.63 eV
* energy above the lowest of the compared OMol25 structures with the same formula, charge and spin: 0.769 eV

---

# 6
# C12H29InNO3S

A molecular structure, C12H29InNO3S in a non-equilibrium geometry (ωB97M-V/def2-TZVPD, the Open Molecules 2025 dataset).

Each line ends with the Löwdin charge.
Geometry (Å):
H 0.643 -2.434 -2.937  0.02
H 0.467 0.297 3.178  0.05
C 0.570 -0.474 -1.878  -0.30
H 1.585 -0.840 -1.486  0.10
H -0.949 1.499 2.699  0.08
H 1.856 1.391 -2.328  0.09
H -1.155 1.098 -4.231  0.10
H -0.811 1.723 -1.442  0.09
C -1.369 2.022 -3.582  -0.27
C -2.749 -0.513 0.458  -0.32
H 3.686 1.654 2.856  0.05
H -1.243 -3.358 -0.369  -0.11
C -3.330 -0.914 -0.980  -0.29
C 4.998 -1.723 3.433  -0.28
H -0.808 4.020 -3.949  0.04
H -1.409 -1.608 2.903  0.12
O -3.699 -0.658 1.558  -0.06
In -1.928 -2.496 -1.824  0.41
H -2.329 0.560 0.484  0.11
H 4.690 -2.725 3.735  0.05
O -3.940 0.341 3.575  0.02
H 0.999 0.646 -3.759  0.10
C -3.156 -0.264 2.793  -0.40
H -0.404 0.170 1.574  0.06
C -1.681 -0.561 3.303  -0.14
H 5.773 -1.362 4.111  0.05
H -0.329 -1.184 -3.901  0.01
H -3.282 0.047 -1.616  0.01
C 4.410 0.841 2.918  -0.27
O 2.603 -1.066 2.468  -0.54
H -2.411 1.944 -3.115  0.10
H -2.737 -3.751 -2.813  -0.15
H 4.826 0.649 1.927  0.06
C -0.559 0.422 2.685  -0.11
C -0.277 2.012 -2.405  -0.18
H -1.640 -0.628 4.436  0.11
N -1.350 3.276 -4.412  -0.05
H 0.225 3.031 -2.340  0.09
C 0.863 0.907 -2.656  -0.23
H 5.377 -1.753 2.410  0.06
C -0.105 -1.560 -2.851  -0.35
H -1.865 -1.215 0.699  0.05
H 5.205 1.116 3.613  0.05
H -0.083 -0.302 -0.952  0.06
H -2.318 3.587 -4.544  0.05
H -4.424 -1.231 -0.970  0.03
S 3.561 -0.633 3.525  0.79

Results
* charge: -1
* HOMO energy: -4.42 eV
* frontier orbital gap: 6.46 eV